This record from OMol25 describes 16 unconnected molecules or ions with the total composition H32O16 in a non-equilibrium geometry. The level of theory is ωB97M-V with the def2-TZVPD basis set.

Frontier orbital gap (alpha / beta), eV: 2.252 / 10.363
Charge: -1
Energy relative to the best compared isomer or geometry (same formula, charge and spin), eV: 1.437
Multiplicity: 2
Expectation value of S²: 0.75
LUMO energy (alpha / beta), hartree: 0.0845 / 0.0851
DFT total energy, eV: -33278.2551

Each atom is followed by the atoms it is bonded to, with distances in Å.
CARTESIAN COORDINATES (ANGSTROEM)
1 O 0.464 -2.755 3.656  H2 0.968, H3 0.987
2 H 0.470 -3.527 3.072  O1 0.968
3 H -0.476 -2.811 3.953  O1 0.987
4 O -4.009 -0.819 -1.734  H5 0.955, H6 1.010
5 H -3.254 -0.538 -2.248  O4 0.955
6 H -4.049 -1.802 -1.964  O4 1.010
7 O -0.320 0.042 -6.295  H8 0.955, H9 0.955
8 H -0.011 0.928 -6.120  O7 0.955
9 H 0.189 -0.671 -5.914  O7 0.955
10 O 0.784 1.733 2.084  H11 0.991, H12 0.979
11 H 0.612 2.693 2.257  O10 0.991
12 H 1.049 1.956 1.168  O10 0.979
13 O -3.512 -3.347 -2.797  H14 0.964, H15 0.962
14 H -3.032 -4.053 -2.348  O13 0.964
15 H -3.640 -3.557 -3.727  O13 0.962
16 O -2.157 -3.079 3.531  H17 0.969, H18 0.963
17 H -2.043 -2.999 2.572  O16 0.969
18 H -1.847 -3.973 3.708  O16 0.963
19 O -2.174 0.407 2.665  H20 0.960, H21 0.960
20 H -1.346 0.307 2.190  O19 0.960
21 H -2.361 -0.451 3.050  O19 0.960
22 O -1.212 -0.612 -2.762  H23 0.961, H24 0.961
23 H -1.028 -0.886 -3.665  O22 0.961
24 H -0.891 0.280 -2.604  O22 0.961
25 O 2.844 4.822 -2.173  H26 0.982, H27 0.970
26 H 2.125 4.202 -1.920  O25 0.982
27 H 3.602 4.264 -2.407  O25 0.970
28 O -2.672 -1.549 0.350  H29 0.966, H30 0.991
29 H -3.571 -1.902 0.379  O28 0.966
30 H -2.676 -1.241 -0.591  O28 0.991
31 O -0.911 3.739 -0.286  H32 0.957, H33 0.965
32 H -1.562 3.316 0.273  O31 0.957
33 H 0.017 3.947 -0.120  O31 0.965
34 O 1.543 2.929 -0.572  H35 0.970, H36 0.981
35 H 0.634 2.611 -0.691  O34 0.970
36 H 2.034 2.191 -0.992  O34 0.981
37 O -0.364 0.600 -0.340  H38 0.959, H39 0.984
38 H -0.949 0.845 0.379  O37 0.959
39 H -0.487 -0.370 -0.450  O37 0.984
40 O 3.486 -1.590 2.645  H41 0.954, H42 0.960
41 H 4.097 -2.278 2.894  O40 0.954
42 H 2.558 -1.786 2.495  O40 0.960
43 O 4.173 2.161 3.377  H44 0.962, H45 0.959
44 H 3.655 1.535 2.862  O43 0.962
45 H 3.901 1.967 4.276  O43 0.959
46 O 4.096 -0.275 -0.691  H47 0.961, H48 0.955
47 H 3.721 0.430 -0.155  O46 0.961
48 H 4.501 -1.032 -0.272  O46 0.955